# 1
Density functional theory data (the ωB97M-V functional and the def2-TZVPD basis) for an isolated molecule of C2H3N3O.

Output
ΔE to the lowest compared entry with this formula, charge and spin ... 337.7 kJ/mol
Energy ... -317.4037 Eh
LUMO ... 0.622 eV

Last column: Mulliken charge in e.
Atoms and positions in Å:
O: 1.5168 -0.8890 0.4870  -0.121
N: 1.6633 0.4298 0.2194  -0.324
N: -1.7858 0.0425 -0.3057  -0.713
N: 0.1993 -1.2610 0.1352  -0.132
C: 0.5301 0.8950 -0.1482  -0.065
C: -0.5351 -0.1072 -0.1057  0.524
H: -1.9156 1.0300 -0.5476  0.208
H: -0.0510 -2.0699 0.6931  0.275
H: 0.3780 1.9297 -0.4276  0.348

# 2
Density functional theory data (the ωB97M-V functional and the def2-TZVPD basis) for an isolated molecule of C2H3N3O.

Output
ΔE to the lowest compared entry with this formula, charge and spin ... 122.8 kJ/mol
Energy ... -317.4855 Eh
LUMO ... 0.306 eV

Last column: Mulliken charge in e.
Atoms and positions in Å:
O: 1.9964 0.3707 0.3079  -0.589
N: -1.4891 0.6864 0.2338  0.458
N: 0.4908 -1.2619 -0.2013  -0.451
N: -2.5781 0.3754 0.3063  -0.563
C: -0.2378 1.0304 0.1512  -0.138
C: 0.8470 0.0382 0.0838  0.421
H: -0.0012 2.0787 0.2554  0.391
H: 1.2845 -1.8682 -0.3543  0.253
H: -0.3125 -1.4496 -0.7829  0.219

# 3
Density functional theory data (the ωB97M-V functional and the def2-TZVPD basis) for an isolated molecule of C2H3N3O.

Output
ΔE to the lowest compared entry with this formula, charge and spin ... 168.7 kJ/mol
Energy ... -317.4681 Eh
LUMO ... 0.653 eV

Last column: Mulliken charge in e.
Atoms and positions in Å:
O: -0.6589 1.1383 -0.4891  -0.164
N: 0.5324 1.6334 -0.9197  -0.277
N: 0.9053 -0.4336 -0.0273  -0.502
N: -1.2428 -0.9586 0.7722  -0.387
C: -0.3022 -0.1181 0.2811  0.537
C: 1.3516 0.6417 -0.7449  -0.090
H: 2.3440 0.6909 -1.1430  0.395
H: -0.9306 -1.9070 0.8939  0.243
H: -1.9986 -0.6870 1.3767  0.245

# 4
Density functional theory data (the ωB97M-V functional and the def2-TZVPD basis) for a structure of composition C2H3N3O.

Output
ΔE to the lowest compared entry with this formula, charge and spin ... 557.3 kJ/mol
Energy ... -317.3201 Eh
LUMO ... -0.504 eV

Last column: Mulliken charge in e.
Atoms and positions in Å:
O: -0.0605 -1.4926 -0.0727  -0.266
N: -0.3621 0.5280 -1.0886  -0.533
N: 1.6140 -0.0958 0.0847  -0.562
N: -0.9106 -0.6526 0.8070  -0.471
C: 0.5512 -0.4173 -0.6206  0.728
C: -1.2163 0.3612 -0.1095  -0.035
H: -2.0730 1.0095 0.0687  0.356
H: 0.5424 -0.0924 1.0939  0.487
H: 1.9148 0.8520 -0.1629  0.295

# 5
Density functional theory data (the ωB97M-V functional and the def2-TZVPD basis) for a cluster of 2 separate species, C2H3N3O in total.

Output
ΔE to the lowest compared entry with this formula, charge and spin ... 491.7 kJ/mol
Energy ... -317.3450 Eh
LUMO (spin up / spin down) ... -2.580 / -2.585 eV

Last column: Mulliken charge in e.
Atoms and positions in Å:
O: 0.1337 0.9714 2.0477  -0.454
N: -0.0848 -0.7896 0.5991  -0.372
N: -1.0312 0.7041 -1.1277  -0.443
N: 0.1776 -0.1242 -3.0235  -0.431
C: 0.3227 -0.1188 1.6176  0.304
C: -0.3771 0.3330 -2.0768  0.599
H: 0.5688 -1.4039 0.1030  0.303
H: -0.7294 1.3943 -0.4622  0.305
H: 1.0196 -0.9664 2.3228  0.188

# 6
Density functional theory data (the ωB97M-V functional and the def2-TZVPD basis) for a structure of composition C2H3N3O.

Output
ΔE to the lowest compared entry with this formula, charge and spin ... 519.2 kJ/mol
Energy ... -317.3346 Eh
LUMO (spin up / spin down) ... -0.473 / -0.472 eV

Last column: Mulliken charge in e.
Atoms and positions in Å:
O: 2.0595 0.0764 -0.6008  -0.527
N: -0.5474 1.9251 -0.3903  -0.350
N: -0.1739 -0.5171 0.8940  -0.148
N: -0.8323 -1.5122 0.7388  -0.350
C: 0.9056 -0.2759 -0.7397  0.148
C: -0.1739 0.8643 -0.7620  0.267
H: -1.2304 -1.8468 1.6414  0.244
H: -0.5533 2.4715 0.4612  0.298
H: 0.5461 -1.1854 -1.2426  0.417

# 7
Density functional theory data (the ωB97M-V functional and the def2-TZVPD basis) for an isolated molecule of C2H3N3O.

Output
ΔE to the lowest compared entry with this formula, charge and spin ... 483.0 kJ/mol
Energy ... -317.3484 Eh
LUMO (spin up / spin down) ... -0.219 / -0.220 eV

Last column: Mulliken charge in e.
Atoms and positions in Å:
O: 1.7796 -0.6920 0.6012  -0.317
N: 0.5974 -1.0645 0.4990  -0.092
N: 1.6222 0.9601 -0.3908  -0.303
N: -1.6676 -0.3495 0.0373  -0.498
C: -0.2874 -0.2028 -0.0441  0.369
C: 0.3818 0.8912 -0.5710  0.014
H: -2.1371 0.0449 -0.7672  0.243
H: -1.9765 -1.2762 0.2935  0.258
H: 1.6876 1.6888 0.3422  0.326

# 8
Density functional theory data (the ωB97M-V functional and the def2-TZVPD basis) for a cluster of 2 separate species, C2H3N3O in total.

Output
ΔE to the lowest compared entry with this formula, charge and spin ... 524.1 kJ/mol
Energy ... -317.3327 Eh
LUMO ... -0.270 eV

Last column: Mulliken charge in e.
Atoms and positions in Å:
O: -0.3296 -1.6618 -0.5127  -0.611
N: 1.5247 0.9597 0.5401  0.610
N: 2.0855 1.7218 1.1522  -0.722
N: -1.3701 0.1053 0.0103  -0.358
C: -0.1678 -0.4380 -0.0873  0.545
C: 1.0971 0.0516 -0.2016  -0.384
H: -1.3685 0.9602 0.5087  0.208
H: 0.7127 -1.2024 -1.4389  0.450
H: -2.1840 -0.4965 0.0294  0.263

# 9
Density functional theory data (the ωB97M-V functional and the def2-TZVPD basis) for an isolated molecule of C2H3N3O.

Output
ΔE to the lowest compared entry with this formula, charge and spin ... 431.8 kJ/mol
Energy ... -317.3678 Eh
LUMO ... 0.327 eV

Last column: Mulliken charge in e.
Atoms and positions in Å:
O: -1.1221 -0.3784 -1.5365  -0.354
N: 1.5822 0.1415 0.8987  -0.297
N: 0.4264 -0.1917 1.6558  -0.367
N: -0.2439 -0.0086 -0.3535  0.128
C: 1.1178 0.0703 -0.2132  -0.138
C: -0.6551 -0.0237 0.9431  -0.063
H: -1.5989 -0.1987 1.5029  0.344
H: -1.3719 0.3905 -1.9417  0.337
H: 1.8655 0.1987 -0.9557  0.411

# 10
Density functional theory data (the ωB97M-V functional and the def2-TZVPD basis) for an isolated molecule of C2H3N3O.

Output
ΔE to the lowest compared entry with this formula, charge and spin ... 492.9 kJ/mol
Energy ... -317.3446 Eh
LUMO (spin up / spin down) ... 0.183 / 0.183 eV

Last column: Mulliken charge in e.
Atoms and positions in Å:
O: -0.4715 1.3421 -0.1390  -0.295
N: -1.7299 0.4569 -1.9603  -0.592
N: -0.9656 0.1998 -0.7007  0.838
N: -0.4141 -0.8603 -0.2669  -0.573
C: 0.5206 -0.4546 0.6289  -0.251
C: 0.4898 0.9029 0.7025  -0.103
H: -2.0539 -0.4704 -2.2315  0.192
H: 1.1586 -1.1561 1.1228  0.395
H: 1.0472 1.6377 1.2426  0.389

# 11
Density functional theory data (the ωB97M-V functional and the def2-TZVPD basis) for an isolated molecule of C2H3N3O.

Output
ΔE to the lowest compared entry with this formula, charge and spin ... 206.8 kJ/mol
Energy ... -317.4535 Eh
LUMO ... 0.446 eV

Last column: Mulliken charge in e.
Atoms and positions in Å:
O: 2.1691 0.5138 -0.1602  -0.533
N: 0.1235 -0.2264 0.7885  -0.120
N: -1.0759 -0.2700 -1.0690  -0.376
N: 0.1109 0.4689 -1.3203  -0.260
C: -1.0150 -0.6404 0.1685  0.069
C: 0.9937 0.2767 -0.2150  0.359
H: 0.3619 -0.3427 1.7571  0.184
H: -1.8017 -1.1871 0.6804  0.390
H: 0.1357 1.4208 -0.6399  0.287

# 12
Density functional theory data (the ωB97M-V functional and the def2-TZVPD basis) for an isolated molecule of C2H3N3O2.

Output
ΔE to the lowest compared entry with this formula, charge and spin ... 181.7 kJ/mol
Energy ... -392.7243 Eh
LUMO ... 0.857 eV

Last column: Mulliken charge in e.
Atoms and positions in Å:
O: 1.6523 -1.3022 -0.0764  -0.533
O: -1.4363 -1.5534 -0.0188  -0.495
N: -1.2099 0.8033 -0.0598  -0.629
N: 1.0425 0.9461 -0.0363  -0.613
N: -0.1223 1.5715 -0.1040  0.281
C: 0.7180 -0.3245 -0.0611  0.539
C: -0.6891 -0.4331 -0.0663  0.413
H: -0.1619 2.5675 0.2786  0.290
H: 2.5795 -0.9611 0.1705  0.378
H: -2.3727 -1.3141 -0.0264  0.369

# 13
Density functional theory data (the ωB97M-V functional and the def2-TZVPD basis) for a cluster of 3 separate species, C2H3N3O2 in total.

Output
ΔE to the lowest compared entry with this formula, charge and spin ... 630.1 kJ/mol
Energy ... -392.5535 Eh
LUMO ... -0.115 eV

Last column: Mulliken charge in e.
Atoms and positions in Å:
O: 0.5284 -1.7364 -0.6033  -0.577
O: 1.4570 0.1701 0.1773  -0.328
N: -0.5061 1.2970 0.5762  -0.649
N: -0.6794 0.0765 0.0131  0.890
N: -1.8093 -0.1902 -0.4864  -0.806
C: 0.4482 -0.6529 -0.1758  0.528
C: 0.8164 1.3059 0.6056  -0.072
H: 1.4177 2.1446 0.7531  0.443
H: -1.4267 -1.3532 -1.3691  0.349
H: -2.4985 -0.4617 0.7249  0.222

# 14
Density functional theory data (the ωB97M-V functional and the def2-TZVPD basis) for an isolated molecule of C2H3N3O2.

Output
ΔE to the lowest compared entry with this formula, charge and spin ... 109.0 kJ/mol
Energy ... -392.7520 Eh
LUMO ... 0.525 eV

Last column: Mulliken charge in e.
Atoms and positions in Å:
O: -1.8631 0.1724 0.2303  -0.150
O: -1.6567 -1.1549 2.0783  -0.547
N: 1.4045 0.5518 -1.0421  -0.500
N: -0.9799 0.7064 -0.7322  -0.351
N: 0.1400 -0.5355 0.7062  -0.102
C: -1.1780 -0.5900 1.1354  0.540
C: 0.1883 0.2550 -0.4151  0.324
H: 1.4155 1.5295 -1.3077  0.300
H: 1.6046 -0.0188 -1.8712  0.272
H: 0.9248 -0.9159 1.2181  0.213

# 15
Density functional theory data (the ωB97M-V functional and the def2-TZVPD basis) for an isolated molecule of C2H3N3O2.

Output
ΔE to the lowest compared entry with this formula, charge and spin ... 543.6 kJ/mol
Energy ... -392.5865 Eh
LUMO (spin up / spin down) ... 0.584 / 0.584 eV

Last column: Mulliken charge in e.
Atoms and positions in Å:
O: 3.0064 0.3603 0.0689  -0.110
O: 2.4007 -1.9070 -0.0488  -0.706
N: -0.2815 -0.7587 -0.1738  -0.432
N: 2.4377 1.4915 -0.0930  -0.349
N: 2.0758 -0.6800 0.0671  0.574
C: 0.8885 -0.0369 -0.0472  0.581
C: 1.1616 1.2963 -0.0654  -0.287
H: 0.2944 1.9487 -0.1427  0.321
H: -0.4538 -1.7629 -0.4032  0.224
H: -1.1777 -0.2858 -0.1589  0.183

# 16
Density functional theory data (the ωB97M-V functional and the def2-TZVPD basis) for a structure of composition C2H3N3O2.

Output
ΔE to the lowest compared entry with this formula, charge and spin ... 426.6 kJ/mol
Energy ... -392.6311 Eh
LUMO ... 0.053 eV

Last column: Mulliken charge in e.
Atoms and positions in Å:
O: -0.6165 1.0933 -2.0087  -0.590
O: 0.4013 0.8946 -0.0469  -0.269
N: -0.5092 -1.0850 0.6131  -0.559
N: 1.1403 -0.0507 2.0844  -0.508
N: -0.4505 -1.0766 -0.7573  -0.161
C: -0.3501 0.2214 -1.0940  0.528
C: 0.3707 -0.1355 0.8788  0.535
H: -1.7243 -1.4259 -0.8111  0.422
H: 0.4177 -0.4285 2.8192  0.309
H: 1.6405 0.9228 2.1478  0.294

# 17
Density functional theory data (the ωB97M-V functional and the def2-TZVPD basis) for an isolated molecule of C2H3N3O2.

Output
ΔE to the lowest compared entry with this formula, charge and spin ... 718.2 kJ/mol
Energy ... -392.5200 Eh
LUMO ... -0.549 eV

Last column: Mulliken charge in e.
Atoms and positions in Å:
O: 3.1321 -0.7428 1.1352  -0.458
O: -0.1215 -2.7057 0.8948  -0.251
N: 1.0424 -0.0229 0.1989  -0.172
N: -0.7751 -1.8735 0.3394  0.060
N: 2.0889 -1.9351 1.3977  -0.393
C: 1.8265 -0.8264 0.8735  0.702
C: -0.3499 -0.4594 0.1449  -0.423
H: -0.8527 -0.3077 -0.8073  0.365
H: -0.7481 0.0273 1.0048  0.315
H: 1.2629 0.6787 -0.4728  0.256

# 18
Density functional theory data (the ωB97M-V functional and the def2-TZVPD basis) for a cluster of 2 separate species, C2H3N3O2 in total.

Output
ΔE to the lowest compared entry with this formula, charge and spin ... 662.0 kJ/mol
Energy ... -392.5414 Eh
LUMO (spin up / spin down) ... -1.003 / -1.000 eV

Last column: Mulliken charge in e.
Atoms and positions in Å:
O: 0.0033 -0.8968 1.1098  -0.712
O: 1.3237 2.0774 0.4160  -0.359
N: -0.4518 0.0034 -0.8938  -0.629
N: 0.1834 0.0670 0.3780  0.856
N: -0.4181 1.7442 4.0274  -0.390
C: 0.4904 1.2852 0.7184  0.230
C: 0.1723 1.1109 3.2481  0.189
H: -0.7093 0.9326 -1.3700  0.278
H: 0.5487 0.3848 2.5350  0.286
H: -1.0849 -0.7494 -0.9393  0.251

# 19
Density functional theory data (the ωB97M-V functional and the def2-TZVPD basis) for an isolated molecule of C2H3N3O2S.

Output
ΔE to the lowest compared entry with this formula, charge and spin ... 297.5 kJ/mol
Energy ... -790.8246 Eh
LUMO ... -0.002 eV

Last column: Mulliken charge in e.
Atoms and positions in Å:
S: -1.3998 -0.6944 -0.0682  -0.016
O: 0.2641 1.3774 -0.1709  -0.166
O: -1.3233 1.2798 -1.7197  -0.514
N: 2.5380 -0.8326 0.7282  -0.666
N: 0.7205 0.8785 1.0310  -0.388
N: 0.0787 -1.2909 0.3506  -0.235
C: -0.7574 0.7123 -0.7704  0.594
C: 1.1733 -0.5188 0.7030  0.541
H: 1.5412 1.4474 1.1777  0.326
H: 3.0191 -1.7546 0.5596  0.214
H: 0.4527 -2.2855 0.1151  0.309

# 20
Density functional theory data (the ωB97M-V functional and the def2-TZVPD basis) for an isolated molecule of C2H3N3O3.

Output
ΔE to the lowest compared entry with this formula, charge and spin ... 151.6 kJ/mol
Energy ... -467.9066 Eh
LUMO ... 0.054 eV

Last column: Mulliken charge in e.
Atoms and positions in Å:
O: 2.5939 0.0140 -0.0212  -0.554
O: -1.7151 1.7247 0.0679  -0.586
O: -1.6959 -1.3249 -0.3777  -0.429
N: 0.5142 -0.8462 0.0732  -0.090
N: -0.8529 -0.3074 0.2085  0.179
N: 0.6277 1.2326 -0.2232  -0.028
C: 1.4243 0.0509 -0.1988  0.462
C: -0.7487 0.9655 -0.0659  0.298
H: -2.0073 -2.0651 0.2611  0.370
H: 1.0243 2.1173 -0.3206  0.146
H: 0.8354 -1.5614 0.5966  0.232